{
  "formula": "C15H23N2O4",
  "method": "wB97M-V/def2-TZVPD",
  "de_lowest_kcal_mol": 124.6,
  "charge": 1,
  "e_homo_ha": -0.435,
  "largest_force_ha_per_bohr": 0.098,
  "species": ["O", "C", "C", "C", "C", "C", "C", "C", "C", "O", "N", "C", "C", "C", "O", "H", "H", "H", "H", "H", "H", "H", "H", "H", "H", "H", "C", "C", "C", "O", "C", "N", "H", "H", "H", "H", "H", "H", "H", "H", "H", "H", "H", "H"],
  "positions_angstrom": [[0.90585, -0.87668, 0.28376], [1.42604, -0.10401, -0.55195], [1.03267, 1.40502, -0.89364], [-0.29943, 2.17981, -0.83184], [-0.23684, 3.68760, -1.27455], [1.11510, 4.36732, -1.70539], [2.46149, 3.55574, -1.75716], [2.36348, 2.06912, -1.36161], [3.43832, 0.89090, -1.31033], [4.67449, 0.91067, -1.15057], [2.59246, -0.30845, -1.44262], [1.93211, -0.55772, -2.76605], [2.67415, -1.69983, -3.65190], [1.86350, -1.87894, -5.03840], [0.58491, -1.18137, -5.07257], [-1.25507, 1.65423, -0.51552], [-1.19179, 4.31430, -1.28660], [1.11946, 5.46505, -1.99712], [3.45875, 4.00164, -2.06786], [1.84805, 0.35794, -3.44351], [0.85573, -0.90333, -2.54782], [2.80887, -2.66059, -3.05599], [3.69682, -1.24031, -3.92658], [2.47653, -1.49505, -5.92859], [1.69269, -3.00500, -5.17238], [0.71673, -0.41049, -5.67113], [-1.18418, -2.12769, 3.40143], [-1.38087, -0.68697, 3.85031], [-2.69235, -0.45622, 4.60827], [-3.78692, -0.44135, 3.69389], [-4.47851, -1.68771, 3.57950], [-1.42302, 0.17858, 2.62535], [-1.86128, -2.40766, 2.59173], [-0.16401, -2.27763, 3.03687], [-1.34143, -2.81592, 4.23430], [-0.52567, -0.36282, 4.44753], [-2.66256, 0.54107, 5.06048], [-2.83386, -1.17052, 5.42365], [-4.39994, -2.29587, 4.48304], [-4.08915, -2.24124, 2.72281], [-5.53152, -1.47371, 3.39031], [-0.70615, -0.05620, 1.92961], [-1.33869, 1.17220, 2.86276], [-2.35494, 0.07210, 2.19607]],
  "forces_ev_per_angstrom": [[1.6, 2.5, -2.8], [-1.0, 1.1, 0.9], [0.0, 3.0, -0.4], [3.9, 1.8, -1.2], [3.0, -1.8, 0.0], [0.0, -3.7, 0.9], [-3.7, -2.0, 1.4], [-2.3, 1.7, 0.5], [1.6, 1.2, -0.2], [-5.0, -0.1, -0.8], [-0.4, -1.1, 1.4], [-0.2, -1.3, -1.7], [0.0, 1.7, 0.0], [0.6, -0.7, -0.1], [1.1, 0.3, -0.5], [1.3, 0.9, -0.6], [1.6, -1.0, 0.0], [-0.1, -1.7, 0.4], [-1.6, -0.6, 0.5], [0.1, -0.9, 1.3], [1.6, 0.5, -0.4], [-0.2, 1.3, -0.9], [-1.4, -1.0, 0.6], [-0.6, -0.7, 1.4], [0.0, 1.7, 0.0], [-0.3, -0.9, 0.7], [0.4, -0.1, -0.2], [0.0, -0.8, 0.3], [-0.2, 0.9, -0.4], [0.4, -0.3, 0.6], [-0.3, -0.1, -0.4], [-0.3, 0.6, -0.2], [-0.1, 0.0, 0.1], [-0.1, 0.0, 0.0], [0.0, 0.1, -0.1], [-0.1, 0.0, 0.0], [-0.1, 0.0, 0.0], [0.1, -0.1, -0.2], [0.1, 0.1, 0.0], [-0.1, -0.2, 0.1], [0.1, 0.1, 0.1], [0.2, -0.1, 0.0], [0.1, -0.1, -0.1], [0.1, -0.1, 0.2]],
  "nbo_charge": [-0.577, 0.733, -0.150, -0.221, -0.194, -0.186, -0.170, -0.126, 0.686, -0.458, -0.566, -0.227, -0.433, -0.078, -0.733, 0.226, 0.244, 0.248, 0.263, 0.209, 0.227, 0.229, 0.217, 0.179, 0.190, 0.475, -0.644, -0.071, -0.085, -0.560, -0.256, -0.688, 0.222, 0.245, 0.248, 0.231, 0.201, 0.215, 0.187, 0.173, 0.214, 0.467, 0.438, 0.454]
}

=====

{
  "formula": "H6N2O3Si",
  "method": "wB97M-V/def2-TZVPD",
  "de_lowest_kcal_mol": 75.5,
  "charge": 0,
  "e_homo_ha": [-0.287, -0.270],
  "largest_force_ha_per_bohr": 0.014,
  "species": ["N", "N", "O", "O", "O", "Si", "H", "H", "H", "H", "H", "H"],
  "positions_angstrom": [[2.66816, -0.01955, -0.28115], [1.73796, -0.85759, 0.22334], [-2.63972, -0.10807, 1.46051], [-3.01911, -0.82017, -1.06056], [-1.72418, 1.42684, -0.49992], [-1.97237, -0.11809, -0.03179], [2.82500, -0.18291, -1.26916], [2.67294, 0.95969, -0.00630], [1.48064, -0.54925, 1.16183], [-2.45247, 0.62708, 2.03979], [-3.62073, -1.48285, -0.73121], [-1.75520, 1.65058, -1.42553]],
  "forces_ev_per_angstrom": [[-0.4, 0.0, 0.1], [0.1, -0.1, -0.2], [-0.3, -0.2, 0.2], [-0.2, 0.0, -0.6], [0.1, 0.4, 0.3], [0.6, -0.3, 0.1], [0.0, 0.1, 0.3], [0.0, -0.2, 0.0], [0.2, 0.3, -0.1], [0.1, 0.3, 0.2], [-0.2, -0.3, 0.1], [0.0, 0.0, -0.4]],
  "nbo_charge": [-0.583, -0.438, -1.120, -1.120, -1.123, 1.851, 0.365, 0.352, 0.297, 0.505, 0.508, 0.507]
}

=====

{
  "formula": "C20H24B2Br12O18V",
  "method": "wB97M-V/def2-TZVPD",
  "charge": -1,
  "e_homo_ha": -0.260,
  "largest_force_ha_per_bohr": 0.132,
  "species": ["O", "V", "O", "O", "C", "O", "B", "O", "C", "O", "O", "C", "O", "C", "O", "O", "O", "C", "O", "B", "O", "C", "O", "O", "C", "O", "C", "O", "O", "Br", "C", "C", "Br", "H", "H", "H", "H", "Br", "C", "C", "Br", "H", "H", "H", "H", "Br", "C", "C", "Br", "H", "H", "H", "H", "Br", "C", "C", "Br", "H", "H", "H", "H", "Br", "C", "C", "Br", "H", "H", "H", "H", "Br", "C", "C", "Br", "H", "H", "H", "H"],
  "positions_angstrom": [[6.91418, -5.47633, 5.70560], [6.25054, -4.74203, 4.44914], [7.20324, -5.00544, 3.21353], [1.68433, 0.27889, -0.68831], [1.22262, -0.86557, -0.73467], [0.41950, -1.36834, -1.68944], [0.12809, -2.82327, -1.43633], [1.00195, -3.14508, -0.28156], [1.58263, -2.09543, 0.15071], [2.41348, -2.19959, 1.08695], [0.23603, -3.65312, -2.67872], [-0.66174, -4.56727, -2.59247], [-0.79574, -5.66402, -3.24860], [-1.72242, -4.11135, -1.54521], [-1.26938, -3.00044, -1.01133], [-2.65990, -4.83562, -1.11238], [-4.75309, -7.90782, 4.18966], [-4.26599, -7.24965, 5.09929], [-3.54598, -6.17635, 5.01998], [-3.00027, -5.71166, 6.29658], [-3.79521, -6.58725, 7.25252], [-4.38180, -7.56844, 6.57805], [-5.02573, -8.56645, 6.97846], [-3.17338, -4.29492, 6.61373], [-2.08854, -3.69578, 6.69249], [-1.87298, -2.47775, 6.80458], [-1.01999, -4.75133, 6.48384], [-1.54245, -5.92234, 6.31763], [0.18906, -4.49028, 6.40571], [-6.95450, 0.25493, 1.97908], [-7.43226, -1.55587, 2.61470], [-8.96847, -1.74474, 2.35821], [-9.48952, -3.62685, 2.75305], [-7.22370, -1.67958, 3.67738], [-6.87887, -2.31086, 2.05626], [-9.24412, -1.52726, 1.32631], [-9.57668, -1.17233, 3.05859], [-1.35531, 5.45502, -4.86136], [-3.20033, 4.66754, -4.81108], [-4.11954, 5.83365, -4.41068], [-6.08284, 5.16266, -4.57385], [-3.19642, 3.81103, -4.13693], [-3.41432, 4.44306, -5.85602], [-3.95551, 6.62348, -5.14373], [-3.83322, 6.23130, -3.43703], [7.27381, 5.75478, 4.82955], [8.47038, 4.15496, 4.71633], [7.63054, 2.87298, 4.77665], [8.78682, 1.26471, 4.84567], [9.28964, 4.16476, 5.43524], [8.89223, 4.32360, 3.72552], [6.97391, 2.71157, 3.92173], [6.89079, 2.95992, 5.57245], [-0.41450, -0.96249, -9.63279], [-1.81892, -1.36018, -8.32711], [-3.18093, -1.00984, -8.93016], [-4.68033, -1.51353, -7.62950], [-1.74560, -0.73959, -7.43404], [-1.71279, -2.38142, -7.96118], [-3.37822, -1.46720, -9.89970], [-3.33478, 0.06065, -9.06616], [7.57576, 0.78225, -3.89144], [6.87905, 2.08169, -5.21678], [7.97148, 2.59358, -6.15092], [7.06660, 3.78727, -7.46796], [6.34020, 2.93779, -4.81079], [6.12629, 1.58308, -5.82739], [8.49738, 1.82115, -6.71206], [8.75034, 3.16656, -5.64775], [1.70428, 9.59960, 0.88627], [1.48759, 7.68678, 1.37303], [0.74253, 7.55181, 2.70287], [-1.10844, 8.41636, 2.53542], [2.45136, 7.17762, 1.36900], [0.88816, 7.33590, 0.53300], [1.32727, 7.95759, 3.52841], [0.61249, 6.49634, 2.94197]],
  "forces_ev_per_angstrom": [[-1.4, 1.7, -2.8], [2.8, -2.0, 0.3], [-1.7, 0.5, 2.4], [-1.3, -3.0, 0.1], [0.8, 1.5, -0.9], [0.5, 0.0, 0.6], [-0.7, 1.5, -0.2], [-1.2, -1.3, -1.7], [3.7, 0.0, 3.5], [-1.9, 1.4, -2.2], [1.8, 0.8, 0.8], [-3.1, -5.4, -2.7], [1.2, 4.9, 2.5], [-2.3, -3.8, 2.1], [-0.2, 0.2, 0.0], [3.0, 3.1, -2.0], [0.9, 1.4, 1.5], [-1.0, -1.9, -1.3], [0.9, 1.8, -1.3], [-1.4, -1.8, 0.3], [0.6, -0.4, 0.3], [-2.4, -2.7, 1.0], [2.3, 3.3, -0.4], [-4.4, -1.5, -0.3], [3.7, 4.5, 0.0], [-0.7, -2.9, 0.0], [4.8, 1.4, -0.3], [-0.8, -0.5, 0.2], [-2.2, -0.7, 0.3], [-0.1, -0.7, 0.4], [-1.6, -0.4, -0.4], [0.9, -0.2, 0.5], [0.3, 0.6, -0.2], [0.1, 0.4, -0.2], [0.1, 0.4, -0.1], [0.1, -0.2, 0.2], [0.2, 0.1, -0.2], [-0.7, -0.4, 0.1], [-0.1, 1.2, -0.3], [0.1, -0.9, -0.5], [1.9, 0.8, 0.4], [0.0, 0.2, -0.2], [0.1, -0.5, 0.3], [-0.6, -0.1, 0.0], [-0.8, -0.3, 0.2], [0.5, -0.8, 0.3], [-0.4, -0.1, -1.0], [-0.5, 0.6, -0.2], [-0.5, 0.7, 0.2], [-0.5, 0.3, 0.3], [0.1, -0.4, 0.1], [0.5, 0.2, -0.4], [0.6, -0.6, 0.6], [-0.3, -0.1, 0.4], [-1.0, 0.4, 0.5], [-0.5, -0.3, 0.2], [1.2, 0.2, -1.0], [0.7, 0.2, -0.2], [-0.1, 0.0, -0.6], [-0.1, -0.4, 0.3], [0.3, -0.1, 0.2], [-0.3, 0.9, -0.6], [0.0, 0.0, -1.0], [0.1, 0.1, 0.1], [0.5, -0.5, 0.5], [0.4, -0.2, 0.8], [0.2, -0.4, 0.2], [-0.4, -0.1, -0.1], [-0.3, 0.2, 0.0], [0.4, -0.6, 0.2], [-0.9, 0.6, -0.1], [-0.2, 0.1, -0.7], [1.6, -0.8, 0.5], [0.0, 0.3, 0.2], [0.1, -0.2, 0.3], [-0.5, 0.5, -0.1], [-0.4, 0.0, -0.2]],
  "lowdin_charge": [-0.194, 1.362, -0.176, 0.100, -0.331, 0.203, -0.799, 0.245, -0.381, 0.046, 0.240, -0.356, 0.056, -0.338, 0.226, 0.092, 0.126, -0.405, 0.245, -0.805, 0.206, -0.355, 0.085, 0.290, -0.433, 0.102, -0.391, 0.262, 0.079, 0.576, -0.656, -0.672, 0.559, 0.057, 0.054, 0.042, 0.040, 0.564, -0.644, -0.614, 0.494, 0.062, 0.044, 0.039, 0.054, 0.575, -0.653, -0.683, 0.561, 0.055, 0.041, 0.052, 0.051, 0.599, -0.696, -0.633, 0.524, 0.056, 0.058, 0.047, 0.044, 0.580, -0.706, -0.660, 0.580, 0.054, 0.046, 0.052, 0.053, 0.535, -0.659, -0.602, 0.507, 0.063, 0.041, 0.057, 0.058]
}

=====

{
  "formula": "C2H6NO3",
  "method": "wB97M-V/def2-TZVPD",
  "de_lowest_kcal_mol": 4.5,
  "charge": -1,
  "e_homo_ha": -0.163,
  "largest_force_ha_per_bohr": 0.011,
  "species": ["O", "C", "O", "C", "N", "H", "H", "H", "H", "H", "H", "O"],
  "positions_angstrom": [[-0.98445, -0.23373, -2.03937], [-0.16624, -0.27964, -1.09517], [0.86281, -0.99850, -1.01803], [-0.40843, 0.69410, 0.08068], [-1.82487, 1.06299, 0.26126], [0.19422, 1.58493, -0.12723], [-0.03741, 0.24205, 1.00261], [-2.23455, 1.05865, -0.66609], [-2.27022, 0.31219, 0.76818], [2.45474, -1.69188, 1.49082], [1.81915, -0.87153, 0.35455], [2.59525, -0.87963, 0.98781]],
  "forces_ev_per_angstrom": [[0.1, 0.0, 0.3], [-0.3, 0.1, -0.5], [0.1, -0.1, 0.2], [-0.4, -0.2, -0.1], [0.4, 0.4, 0.2], [-0.1, 0.0, 0.1], [0.1, 0.1, 0.0], [0.0, -0.1, -0.2], [-0.1, -0.1, 0.0], [0.1, 0.2, -0.1], [0.4, 0.0, -0.4], [-0.3, -0.2, 0.4]],
  "nbo_charge": [-0.774, 0.749, -0.793, -0.342, -0.856, 0.184, 0.186, 0.373, 0.333, 0.441, 0.507, -1.007]
}

=====

{
  "formula": "C19H23BrN2O2",
  "method": "wB97M-V/def2-TZVPD",
  "de_lowest_kcal_mol": 1.4,
  "charge": 0,
  "smiles": "O[C@@H](COc1ccc(Br)cc1)CN1CCN(c2ccccc2)CC1",
  "e_homo_ha": -0.293,
  "largest_force_ha_per_bohr": 0.010,
  "species": ["O", "C", "C", "O", "C", "C", "C", "C", "Br", "C", "C", "C", "N", "C", "C", "N", "C", "C", "C", "C", "C", "C", "C", "C", "H", "H", "H", "H", "H", "H", "H", "H", "H", "H", "H", "H", "H", "H", "H", "H", "H", "H", "H", "H", "H", "H", "H"],
  "positions_angstrom": [[-2.78045, 1.14383, -0.90241], [-1.95732, 0.03207, -0.66151], [-2.22950, -1.02198, -1.73946], [-3.16597, -1.94210, -1.22388], [-3.66654, -2.89981, -2.04179], [-4.62340, -3.74523, -1.47178], [-5.19539, -4.75988, -2.20707], [-4.81198, -4.93834, -3.52733], [-5.59643, -6.34006, -4.55209], [-3.86813, -4.11502, -4.10956], [-3.29316, -3.09607, -3.36876], [-0.48174, 0.47472, -0.65770], [-0.34892, 1.62182, 0.22532], [-0.16110, 1.28361, 1.62598], [1.26672, 0.82843, 1.96755], [2.20123, 1.85000, 1.54988], [3.45456, 1.93066, 2.15215], [4.23542, 3.07604, 1.96455], [5.45714, 3.21302, 2.59007], [5.93488, 2.21975, 3.42945], [5.16886, 1.08639, 3.63111], [3.94712, 0.93711, 3.00080], [2.07933, 2.12780, 0.13258], [0.65256, 2.59667, -0.16812], [-2.39018, 1.88183, -0.40952], [-2.21298, -0.41767, 0.31126], [-1.29976, -1.54354, -2.00728], [-2.63068, -0.51074, -2.62231], [-4.90384, -3.58207, -0.44370], [-5.93369, -5.40883, -1.76202], [-3.57743, -4.26346, -5.13833], [-2.55689, -2.46520, -3.84008], [0.15532, -0.37554, -0.38025], [-0.22060, 0.78725, -1.67181], [-0.87078, 0.50383, 1.90552], [-0.38625, 2.18269, 2.20718], [1.33355, 0.70048, 3.04846], [1.47825, -0.14112, 1.48443], [3.87154, 3.87639, 1.33772], [6.03844, 4.10936, 2.42836], [6.88980, 2.33024, 3.92008], [5.52744, 0.29981, 4.27956], [3.38639, 0.02988, 3.16502], [2.79177, 2.89616, -0.16168], [2.29582, 1.21906, -0.45685], [0.54210, 2.81690, -1.23163], [0.45490, 3.51088, 0.39987]],
  "forces_ev_per_angstrom": [[-0.3, 0.2, -0.1], [0.3, -0.3, -0.1], [0.3, 0.4, 0.2], [-0.2, -0.1, 0.1], [-0.2, -0.3, -0.1], [0.2, 0.2, 0.0], [0.0, 0.0, -0.1], [0.0, -0.1, -0.2], [0.1, 0.1, 0.1], [-0.2, -0.2, 0.0], [0.1, 0.3, 0.2], [-0.4, -0.1, 0.0], [0.0, 0.1, -0.1], [0.1, -0.1, 0.2], [-0.2, 0.1, 0.0], [-0.4, 0.0, 0.0], [0.3, 0.0, 0.2], [0.0, 0.0, -0.1], [0.0, 0.0, -0.1], [0.1, -0.1, 0.1], [0.2, 0.1, 0.1], [-0.2, -0.1, -0.1], [-0.2, 0.2, -0.2], [0.3, 0.0, -0.1], [0.1, -0.1, 0.0], [0.1, 0.0, -0.1], [-0.1, 0.0, 0.0], [0.1, -0.1, 0.0], [0.0, 0.0, 0.1], [0.0, 0.0, 0.0], [0.0, 0.0, -0.1], [0.1, 0.1, 0.0], [0.0, 0.0, -0.1], [0.1, 0.0, 0.0], [0.0, 0.0, 0.0], [0.0, -0.1, 0.1], [0.0, -0.1, 0.0], [0.0, 0.0, 0.1], [-0.1, 0.1, 0.0], [0.0, 0.1, 0.0], [0.1, 0.0, 0.0], [0.0, -0.1, 0.0], [-0.1, -0.1, 0.0], [0.0, -0.1, 0.0], [0.1, 0.1, 0.0], [0.0, 0.0, 0.0], [0.1, 0.0, -0.1]],
  "nbo_charge": [-0.724, 0.072, -0.083, -0.506, 0.388, -0.267, -0.217, -0.109, 0.040, -0.205, -0.322, -0.246, -0.469, -0.223, -0.239, -0.470, 0.265, -0.276, -0.189, -0.248, -0.186, -0.301, -0.232, -0.216, 0.488, 0.167, 0.171, 0.198, 0.227, 0.230, 0.227, 0.223, 0.182, 0.204, 0.205, 0.205, 0.219, 0.169, 0.208, 0.212, 0.213, 0.212, 0.212, 0.216, 0.170, 0.204, 0.201]
}

=====

{
  "formula": "C4H5N3O",
  "method": "wB97M-V/def2-TZVPD",
  "de_lowest_kcal_mol": 132.6,
  "charge": 0,
  "e_homo_ha": -0.349,
  "largest_force_ha_per_bohr": 0.136,
  "species": ["C", "C", "C", "C", "H", "H", "H", "H", "H", "N", "N", "N", "O"],
  "positions_angstrom": [[-2.26697, -0.05270, 0.11070], [0.19747, -0.11760, -0.37782], [2.00193, -1.32168, 0.08221], [1.51483, 0.79956, -0.18382], [-3.02257, -0.96164, -0.55961], [-2.35072, -0.64077, 0.93866], [-2.86985, 0.99833, 0.11261], [2.38354, -2.30068, 0.24107], [0.66919, 2.53395, -0.16814], [0.54103, -1.31597, 0.01250], [2.48154, -0.09095, -0.16997], [1.58787, 1.97576, 0.22275], [-0.86728, 0.49440, -0.26114]],
  "forces_ev_per_angstrom": [[-2.6, 1.9, -4.1], [4.9, -1.9, 2.4], [-3.4, 5.1, -2.0], [-2.7, -0.8, -1.1], [3.1, 3.1, 0.6], [0.9, -0.7, 3.1], [1.4, -3.0, 0.2], [1.2, -0.2, 0.0], [2.4, -1.8, 1.8], [0.1, -0.1, -0.6], [3.9, -5.4, 2.0], [-2.6, 3.0, -1.9], [-6.6, 0.7, -0.4]],
  "nbo_charge": [-0.273, 0.541, 0.308, 0.325, 0.208, 0.197, 0.225, 0.210, 0.346, -0.587, -0.492, -0.542, -0.465]
}